(1)
Computed, not measured: a structure of composition C28H24N3ScSe, with the ωB97M-V functional and the def2-TZVPD basis.

Atoms and positions in Å:
Sc 0.052841 -1.264154 0.024701
C -3.219043 2.163013 -1.908889
C -3.120528 0.819092 -1.246542
C -3.376758 0.683906 0.113558
C -3.236850 -0.540287 0.745314
C -2.863462 -1.670767 0.021469
C -2.629603 -1.552513 -1.347992
C -2.747250 -0.312433 -1.965830
H -2.679845 2.171811 -2.855986
H -2.792578 2.935669 -1.268738
H -4.260402 2.424418 -2.110398
H -3.648517 1.557446 0.693945
H -3.444078 -0.609795 1.806938
H -2.765644 -2.646396 0.482414
H -2.337660 -2.427522 -1.914376
H -2.540884 -0.224193 -3.026828
C 4.255343 0.122291 0.557033
C 4.504241 0.030865 1.917388
C 3.521580 -0.479188 2.744919
C 2.315966 -0.888184 2.187090
N 2.073076 -0.780206 0.877058
C 3.024934 -0.286748 0.082330
C 1.214691 -1.474239 2.987404
C 1.438689 -2.018613 4.245444
C 0.385524 -2.595110 4.931544
C -0.864741 -2.614124 4.338784
C -1.001917 -2.063655 3.078340
N 0.002449 -1.498907 2.410681
H 4.995083 0.511111 -0.127195
H 5.449360 0.357992 2.329247
H 3.682104 -0.544742 3.810609
H 2.783269 -0.223794 -0.970268
H 2.432385 -2.020512 4.667209
H 0.541640 -3.035158 5.907018
H -1.715966 -3.064834 4.827467
H -1.955924 -2.090411 2.570630
C 1.074907 -1.079626 -4.430142
C 1.046027 0.269120 -4.746147
C 0.778374 1.188652 -3.748725
C 0.538781 0.755087 -2.444801
N 0.568322 -0.563461 -2.150478
C 0.830562 -1.449851 -3.121180
C 0.244295 1.677114 -1.319237
C 0.299572 3.064794 -1.488017
C 0.016490 3.901256 -0.424286
C -0.315352 3.354234 0.808840
C -0.359552 1.974880 0.964454
C -0.091077 1.085566 -0.085865
H 1.278060 -1.836759 -5.173737
H 1.229227 0.603330 -5.759560
H 0.749442 2.241736 -3.981338
H 0.830315 -2.484601 -2.793663
H 0.558847 3.513359 -2.439120
H 0.057602 4.975591 -0.553313
H -0.531442 4.011432 1.644228
H -0.621770 1.583089 1.945432
Se 0.346849 -3.636071 -0.318834

Atoms 1-2, force components in eV/Å:
Sc -0.4 -0.3 -0.2
C 0.0 0.0 0.0

net charge = 0
energy above the lowest of the compared OMol25 structures with the same formula, charge and spin = 0.0 kcal per mole

How positive or negative is each atom? The Löwdin charges in e answer that:
1. Sc 0.433
2. C -0.035
3. C -0.275
4. C -0.054
5. C -0.095
6. C -0.159
7. C -0.122
8. C -0.047
9. H 0.077
10. H 0.075
11. H 0.084
12. H 0.120
13. H 0.102
14. H 0.090
15. H 0.099
16. H 0.119
17. C -0.030
18. C -0.041
19. C 0.003
20. C -0.190
21. N 0.023
22. C -0.086
23. C -0.200
24. C 0.005
25. C -0.038
26. C -0.031
27. C -0.109
28. N 0.050
29. H 0.112
30. H 0.113
31. H 0.110
32. H 0.113
33. H 0.110
34. H 0.114
35. H 0.112
36. H 0.091
37. C -0.053
38. C -0.056
39. C -0.010
40. C -0.229
41. N 0.010
42. C -0.135
43. C -0.225
44. C -0.056
45. C -0.105
46. C -0.102
47. C -0.140
48. C -0.147
49. H 0.106
50. H 0.109
51. H 0.100
52. H 0.030
53. H 0.095
54. H 0.097
55. H 0.096
56. H 0.084
57. Se -0.111



(2)
Computed, not measured: a structure of composition C28H25BrN4O4S2Yb at a distorted geometry, with the ωB97M-V functional and the def2-TZVPD basis.

Atoms and positions in Å:
Yb -13.241842 -13.370039 -1.783872
C -10.248934 -14.078340 0.439076
N -10.480873 -13.182911 -0.757500
C -9.778407 -13.626707 -2.004424
C -10.283656 -14.949733 -2.611577
N -11.244597 -14.870551 -3.738723
C -11.632927 -16.270386 -4.091608
C -10.884819 -14.185416 -4.933666
C -10.211454 -14.786701 -5.991982
C -10.248167 -14.315263 -7.309738
C -11.002356 -13.202456 -7.558571
C -11.477830 -12.443162 -6.506187
C -11.423776 -12.860319 -5.181826
S -11.967127 -11.786634 -3.952062
C -10.416910 -11.737524 -0.555986
C -9.351681 -10.936321 -0.957981
C -9.360547 -9.573065 -0.758764
C -10.494653 -8.919043 -0.352706
C -11.548561 -9.702787 0.105565
C -11.560239 -11.133304 0.066123
S -12.846864 -11.941740 0.906396
H -10.301040 -13.487267 1.399015
H -9.261949 -14.568373 0.312004
H -11.086510 -14.764390 0.393115
H -8.706053 -13.615752 -1.808084
H -9.924984 -12.888746 -2.726408
H -10.791659 -15.569104 -1.836107
H -9.364686 -15.559145 -2.950744
H -10.768397 -16.764398 -4.551492
H -12.481968 -16.252593 -4.787782
H -11.894184 -16.836897 -3.174274
H -9.651670 -15.729623 -5.796587
H -9.795937 -14.787827 -8.156067
H -11.123576 -12.908151 -8.579626
H -12.008967 -11.503592 -6.773527
H -8.487508 -11.463822 -1.346391
H -8.386545 -9.040276 -0.875660
H -10.650286 -7.848048 -0.397283
H -12.451072 -9.185709 0.492571
O -15.412646 -18.608211 3.187094
C -15.151842 -18.875823 1.988667
O -15.352354 -19.918617 1.260800
C -14.620843 -17.694096 1.148453
C -14.225515 -16.572483 1.846644
C -13.608499 -15.522734 1.190239
N -13.681245 -15.333994 -0.113952
C -14.275007 -16.338814 -0.843803
C -14.669322 -17.591293 -0.216664
C -14.484056 -16.175226 -2.350645
O -14.935218 -17.206691 -2.894357
O -14.167872 -15.015780 -2.792582
H -14.372960 -16.425084 2.909379
H -13.044668 -14.794007 1.808832
H -14.931502 -18.408860 -0.923292
Br -15.474141 -12.367534 -4.362290
C -16.287578 -12.182180 -2.677940
C -17.624643 -11.901838 -2.676697
C -18.179771 -11.616272 -1.438073
C -17.397959 -11.594316 -0.273901
C -16.076592 -11.907635 -0.413541
N -15.515175 -12.192487 -1.590780
H -18.195316 -11.944496 -3.619502
H -19.273381 -11.415849 -1.342074
H -17.777066 -11.327171 0.739590
H -15.397882 -11.933529 0.452421

Atoms 1-2, force components in eV/Å:
Yb 1.1 0.3 0.4
C 0.0 1.3 -0.5

net charge = -1
spin multiplicity = 2
energy above the lowest of the compared OMol25 structures with the same formula, charge and spin = 11.3 kcal per mole

How positive or negative is each atom? The Löwdin charges in e answer that:
1. Yb 1.587
2. C -0.054
3. N -0.204
4. C -0.208
5. C -0.170
6. N -0.187
7. C -0.064
8. C -0.279
9. C -0.049
10. C -0.106
11. C -0.125
12. C -0.153
13. C -0.661
14. S 0.480
15. C -0.298
16. C -0.051
17. C -0.121
18. C -0.114
19. C -0.138
20. C -0.700
21. S 0.513
22. H 0.096
23. H 0.090
24. H 0.034
25. H 0.111
26. H 0.035
27. H 0.111
28. H 0.142
29. H 0.069
30. H 0.108
31. H 0.093
32. H 0.112
33. H 0.089
34. H 0.091
35. H 0.104
36. H 0.107
37. H 0.111
38. H 0.098
39. H 0.095
40. O -0.057
41. C -0.643
42. O -0.086
43. C -0.119
44. C -0.009
45. C -0.179
46. N -0.007
47. C -0.149
48. C 0.074
49. C -0.593
50. O 0.031
51. O -0.244
52. H 0.117
53. H 0.086
54. H 0.136
55. Br 0.815
56. C -0.743
57. C -0.122
58. C -0.048
59. C -0.049
60. C -0.157
61. N -0.052
62. H 0.113
63. H 0.125
64. H 0.127
65. H 0.041